C7H15F3N3O3SV as an isolated structure in a non-equilibrium geometry. Source: the OMol25 dataset; level of theory: the ωB97M-V functional and the def2-TZVPD basis.

HOMO energy (eV): -26.935
E_tot (eV): -62737.2649
Relative energy (zero: lowest compared OMol25 entry of this formula, charge and spin) (eV): 8.325

Structure (ORCA input):
```
! RIJCOSX wB97M-V def2-TZVPD def2/J DEFGRID3
* xyz 4 1
V -0.29 -0.25 0.47
C 0.35 1.75 2.74
C -0.47 2.47 1.71
N -0.14 1.87 0.38
C 1.20 2.24 -0.25
C 1.78 0.97 -0.85
N 1.65 -0.08 0.23
C 2.54 -0.08 1.45
C 1.64 -0.45 2.61
N 0.31 0.27 2.43
H -0.06 1.92 3.74
H 1.39 2.08 2.76
H -0.27 3.55 1.71
H -1.55 2.36 1.88
H -0.89 2.12 -0.28
H 1.85 2.69 0.50
H 1.04 2.98 -1.03
H 2.81 1.08 -1.19
H 1.21 0.65 -1.74
H 1.72 -1.03 -0.20
H 3.01 0.90 1.54
H 3.35 -0.80 1.33
H 2.08 -0.16 3.57
H 1.45 -1.53 2.67
H -0.37 -0.17 3.05
F -5.12 -0.92 1.14
C -4.19 -1.29 1.87
F -4.14 -2.44 2.33
F -3.56 -0.39 2.50
S -2.44 -1.54 0.20
O -1.02 -1.67 1.17
O -2.44 -2.40 -0.90
O -1.93 0.02 -0.17
*
```

C7H15F3N3O3SV as an isolated structure in a non-equilibrium geometry. Source: the OMol25 dataset; level of theory: the ωB97M-V functional and the def2-TZVPD basis.

HOMO energy (eV): -26.491
E_tot (eV): -62738.2627
Relative energy (zero: lowest compared OMol25 entry of this formula, charge and spin) (eV): 7.327

Structure (ORCA input):
```
! RIJCOSX wB97M-V def2-TZVPD def2/J DEFGRID3
* xyz 4 1
V 0.52 -0.03 -0.23
C 1.04 -3.00 -0.80
C -0.17 -2.58 -1.60
N -0.85 -1.51 -0.82
C -1.66 -1.95 0.40
C -1.39 -0.94 1.51
N 0.11 -0.78 1.55
C 1.01 -1.85 2.10
C 2.21 -1.88 1.16
N 1.70 -1.75 -0.26
H 1.75 -3.53 -1.43
H 0.79 -3.65 0.04
H -0.85 -3.42 -1.79
H 0.10 -2.17 -2.57
H -1.49 -1.01 -1.45
H -1.39 -2.97 0.67
H -2.72 -1.96 0.14
H -1.79 -1.24 2.48
H -1.85 0.03 1.29
H 0.34 0.10 2.05
H 0.46 -2.78 2.15
H 1.31 -1.60 3.12
H 2.77 -2.82 1.25
H 2.92 -1.07 1.36
H 2.50 -1.52 -0.85
F 1.88 2.27 -4.83
C 2.72 1.68 -4.15
F 3.70 2.25 -3.67
F 2.63 0.44 -4.03
S 1.25 1.97 -1.75
O 1.98 0.86 -0.53
O 0.89 3.19 -1.18
O -0.05 0.83 -1.71
*
```

An isolated ion of composition C7H15FN2 and charge +2 in a non-equilibrium geometry. Source: the OMol25 dataset; level of theory: the ωB97M-V functional and the def2-TZVPD basis.

SMILES: C[C@]1([NH3+])C/C(=C/[NH3+])[C@@H](F)C1
HOMO energy (eV): -17.589
E_tot (eV): -13180.9792
Relative energy (zero: lowest compared OMol25 entry of this formula, charge and spin) (eV): 0.607

Structure (ORCA input):
```
! RIJCOSX wB97M-V def2-TZVPD def2/J DEFGRID3
* xyz 2 1
C -0.73 0.83 -0.32
C -0.24 0.75 1.29
C -1.46 1.54 -1.30
C 0.15 -0.71 1.55
C 2.17 -0.62 0.00
C -0.29 -0.55 -0.75
C 0.74 -1.09 0.22
N -1.83 2.87 -1.05
N 0.72 -2.62 0.30
F -1.13 1.38 2.09
H -1.64 1.18 -2.27
H 0.74 1.28 1.22
H 0.92 -0.75 2.25
H -0.71 -1.26 1.66
H 2.94 -1.09 0.68
H 2.68 -0.66 -0.96
H 2.14 0.40 0.19
H -0.03 -0.58 -1.79
H -1.18 -1.06 -0.78
H -2.24 3.32 -1.95
H -1.23 3.51 -0.52
H -2.74 2.90 -0.50
H 0.99 -3.16 -0.60
H -0.29 -2.93 0.42
H 1.53 -2.89 0.92
*
```

A 2-piece molecular cluster, C7H15FNO2Si overall in a non-equilibrium geometry. Source: the OMol25 dataset; level of theory: the ωB97M-V functional and the def2-TZVPD basis.

HOMO energy (eV): -3.968
E_tot (eV): -23681.2089
Relative energy (zero: lowest compared OMol25 entry of this formula, charge and spin) (eV): 2.790

Structure (ORCA input):
```
! RIJCOSX wB97M-V def2-TZVPD def2/J DEFGRID3
* xyz -1 1
C 3.07 0.45 -0.58
C 3.35 -1.15 -0.84
F 4.74 -1.40 -0.31
C 2.35 -2.16 -0.01
Si 0.56 -2.29 -0.71
C -0.72 -1.11 0.13
C -0.60 0.46 -0.31
N -1.07 1.03 -1.47
H 3.19 0.68 0.56
H 3.93 1.07 -1.12
H 2.06 0.84 -1.05
H 3.39 -1.40 -2.00
H 2.83 -3.25 -0.08
H 2.32 -1.91 1.15
H 0.10 -3.67 -0.41
H 0.50 -2.20 -2.20
H -0.71 -1.23 1.32
H -1.80 -1.48 -0.24
H -0.05 1.20 0.45
H -0.86 2.06 -1.49
C -4.00 2.21 0.71
C -3.52 2.20 2.15
O -4.40 1.94 3.01
O -2.29 2.44 2.29
H -5.07 1.99 0.65
H -3.83 3.20 0.27
H -3.46 1.46 0.13
*
```

An isolated ion of composition C7H15I2N2 and charge +1 in a non-equilibrium geometry. Source: the OMol25 dataset; level of theory: the ωB97M-V functional and the def2-TZVPD basis.

SMILES: CN(C)[C@H](I)/C(I)=C/[NH+](C)C
HOMO energy (eV): -12.047
E_tot (eV): -26674.3804
Relative energy (zero: lowest compared OMol25 entry of this formula, charge and spin) (eV): 0.298

Structure (ORCA input):
```
! RIJCOSX wB97M-V def2-TZVPD def2/J DEFGRID3
* xyz 1 1
C -1.43 0.08 -1.02
C 0.97 0.90 -0.04
C -0.30 0.33 0.02
C -1.22 -2.26 -1.04
C -3.50 -1.23 -1.24
C 2.98 0.25 1.16
C 2.16 2.45 1.46
N -2.07 -1.11 -0.75
N 1.75 1.08 1.13
I -1.15 0.17 2.00
I -0.57 0.13 -3.11
H -2.33 0.74 -1.01
H 1.57 0.80 -0.94
H -1.02 -2.49 -2.03
H -0.18 -2.02 -0.71
H -1.54 -3.07 -0.38
H -3.83 -0.64 -2.09
H -3.70 -2.22 -1.48
H -4.13 -1.00 -0.43
H 3.62 0.43 0.35
H 3.32 0.44 2.11
H 2.54 -0.82 1.18
H 3.02 2.77 0.94
H 1.29 3.16 1.58
H 2.56 2.26 2.43
H 1.21 0.88 1.91
*
```